No. 1
C6H18NaO6 as an isolated structure. Source: the Open Molecules 2025 dataset; level of theory: the ωB97M-V functional and the def2-TZVPD basis.

XYZ file:
```
31
Properties=species:S:1:pos:R:3:forces:R:3:nbo_charge:R:1
Na 24.3482 -7.1872 14.7089 0.03 -0.20 -0.28 0.93
C 25.1443 -4.6970 16.3461 -0.25 0.70 0.92 -0.10
C 25.6445 -5.7096 17.3308 0.16 -0.08 -0.07 -0.10
O 25.6461 -6.9842 16.6748 0.02 0.13 0.07 -0.77
O 23.8218 -5.0149 15.9160 0.26 -0.39 -0.69 -0.75
H 25.8539 -4.6246 15.5231 -0.45 -0.09 -0.42 0.19
H 25.1081 -3.7224 16.8422 0.26 0.05 -0.09 0.19
H 24.9923 -5.7267 18.2078 0.07 -0.15 0.06 0.18
H 26.6537 -5.4185 17.6306 -0.01 -0.10 0.12 0.19
H 26.3865 -7.5023 16.9971 -0.02 -0.13 -0.01 0.50
H 23.2105 -4.7767 16.6197 -0.02 -0.01 -0.05 0.49
C 26.3073 -7.1853 11.8160 0.97 0.01 -0.84 -0.10
C 27.3256 -7.1444 12.9098 0.33 -0.37 0.73 -0.09
O 27.1068 -8.2219 13.8354 -0.16 0.28 0.01 -0.74
O 25.1178 -6.5754 12.2607 -0.45 0.09 0.63 -0.76
H 26.1704 -8.2149 11.4704 -0.24 -0.01 0.22 0.19
H 26.7909 -6.6602 10.9813 -0.51 0.25 -0.03 0.19
H 27.2645 -6.1854 13.4381 -0.04 0.04 -0.11 0.17
H 28.3365 -7.2359 12.5112 -0.06 0.03 -0.26 0.19
H 27.9501 -8.3902 14.2650 -0.09 -0.13 0.11 0.48
H 24.5677 -6.2549 11.5412 0.12 -0.17 -0.14 0.50
C 22.7338 -9.9961 14.2646 -0.08 -0.38 -0.16 -0.09
C 21.7157 -8.8918 14.3559 -0.39 -0.51 0.28 -0.10
O 22.1573 -7.8259 13.5154 0.04 0.15 0.35 -0.75
O 23.8881 -9.5954 14.9975 0.33 0.51 -0.10 -0.77
H 22.9762 -10.1582 13.2097 0.22 0.13 0.06 0.19
H 22.3493 -10.9522 14.6218 -0.16 0.16 0.25 0.20
H 21.6303 -8.5868 15.4061 0.08 0.18 -0.07 0.17
H 20.7267 -9.2612 14.0699 0.10 0.05 -0.28 0.19
H 21.4244 -7.2117 13.4103 0.05 0.11 -0.07 0.49
H 24.2115 -10.2727 15.5947 -0.12 -0.14 -0.14 0.50
```
Forces are in eV/Å.

LUMO   -0.0922 Ha
Orbital gap   11.0087 eV
ΔE to the lowest compared entry with this formula, charge and spin   0.000 eV
Highest occupied orbital energy   -13.518 eV
Charge   +1

=====

No. 2
C6H18NaO8P2 as an isolated structure. Source: the Open Molecules 2025 dataset; level of theory: the ωB97M-V functional and the def2-TZVPD basis.

XYZ file:
```
35
Properties=species:S:1:pos:R:3:forces:R:3:nbo_charge:R:1
Na 17.1934 7.7896 21.3522 0.20 0.65 0.54 0.99
C 14.8138 11.6939 25.5770 1.13 0.81 1.77 -0.26
O 14.8675 10.8289 24.4803 1.37 -1.57 -2.32 -0.79
P 16.2689 10.5380 23.6880 -0.58 0.82 0.42 2.58
O 16.1391 9.6416 22.4842 0.14 0.72 1.53 -1.17
O 17.2403 9.9988 24.8624 -0.58 1.11 -1.16 -0.79
C 18.6487 9.9168 24.5664 0.87 -0.25 -0.12 -0.27
O 16.8559 12.0169 23.3165 0.09 -2.35 1.84 -0.81
C 16.1731 12.8623 22.4306 -0.51 0.23 -1.37 -0.25
H 14.9538 11.1726 26.5240 -0.31 -0.54 -0.10 0.19
H 13.8833 12.2559 25.6579 0.07 -0.15 -0.60 0.21
H 15.6901 12.3421 25.5760 -0.26 0.56 -0.25 0.19
H 18.9517 10.5326 23.7197 -0.38 -0.24 -0.34 0.20
H 18.9090 8.8685 24.4200 -0.10 0.14 -0.26 0.20
H 19.2993 10.2905 25.3570 -0.73 0.07 0.60 0.20
H 15.9108 13.8238 22.8720 0.29 -0.13 0.26 0.20
H 15.2511 12.4039 22.0732 -0.05 -0.01 -0.06 0.19
H 16.8449 12.9914 21.5820 -0.23 0.33 -0.08 0.20
C 22.7468 5.7655 22.6821 0.92 0.33 1.69 -0.28
O 21.4148 6.3307 22.8022 -0.61 0.51 -1.21 -0.82
P 20.9194 7.5213 21.8217 0.88 -0.12 -0.29 2.57
O 19.5061 7.9738 22.1122 1.78 -0.95 -0.50 -1.17
O 21.1635 6.9745 20.3086 0.11 1.69 2.71 -0.79
C 20.5636 5.7543 19.9197 0.12 -0.18 -2.15 -0.28
O 22.0982 8.6506 21.9720 -2.15 -1.31 -2.54 -0.78
C 22.3689 9.0881 23.2567 0.72 -0.30 2.19 -0.26
H 23.0460 5.5661 23.7111 -0.25 -0.10 0.18 0.21
H 23.5035 6.4930 22.3885 -0.35 0.06 -0.71 0.20
H 22.8828 4.7981 22.1986 -0.82 0.34 -0.65 0.21
H 19.7499 5.3581 20.5272 0.35 0.09 0.30 0.19
H 21.3593 5.0538 19.6666 -0.08 -0.37 0.82 0.21
H 20.2026 5.9909 18.9188 -0.64 -0.16 0.04 0.20
H 23.0614 9.9269 23.3270 -0.29 0.17 -0.78 0.22
H 22.9020 8.2690 23.7393 -0.13 0.05 0.58 0.18
H 21.4625 9.3186 23.8165 -0.01 0.08 0.04 0.18
```
Forces are in eV/Å.

LUMO   -0.1238 Ha
Orbital gap   10.3849 eV
ΔE to the lowest compared entry with this formula, charge and spin   1.340 eV
Highest occupied orbital energy   -13.753 eV
Charge   +1

=====

No. 3
C6H18O10PPd as an isolated structure. Source: the Open Molecules 2025 dataset; level of theory: the ωB97M-V functional and the def2-TZVPD basis.

XYZ file:
```
36
Properties=species:S:1:pos:R:3:forces:R:3:mulliken_spin:R:1
Pd -0.3472 -0.4451 -0.0278 -0.06 -1.37 1.25 1.29
P -1.8050 -1.6622 1.8867 -3.65 -2.30 3.79 -0.02
O -3.3277 -1.7359 2.2355 2.26 -1.09 -0.58 0.06
O -1.6585 -0.1989 1.5213 0.37 4.90 -0.35 0.30
O -1.3659 -2.2378 0.5101 0.40 -1.22 -0.84 0.27
O -0.8340 -2.0122 3.0508 -0.03 0.04 -1.31 0.00
C -2.3362 0.2270 -2.3450 -2.66 1.94 1.18 -0.01
C -2.1675 1.7150 -1.8340 1.31 -1.81 -0.36 0.00
O -1.4706 1.6377 -0.5817 -1.07 1.50 -1.13 0.00
O -1.2318 -0.5712 -2.1917 0.97 -0.16 -1.24 0.01
H -2.8066 0.2970 -3.3257 0.43 -0.36 -0.46 0.00
H -3.0782 -0.2308 -1.6908 -0.34 0.14 0.11 0.00
H -3.1219 2.2416 -1.8313 -0.12 -0.21 0.37 0.00
H -1.5240 2.2483 -2.5337 0.18 0.18 -0.17 0.00
H -2.0505 1.9959 0.0944 0.10 -0.38 0.56 0.00
H -0.9076 -0.8699 -3.0445 0.24 -0.10 0.14 0.00
C 2.3311 -1.2460 -1.3774 -1.01 1.10 0.33 0.00
C 2.0483 0.1803 -1.8511 0.04 -0.15 -0.85 -0.01
O 1.0991 0.8653 -1.0299 1.89 0.16 -0.44 0.03
O 1.0628 -1.9284 -1.2543 2.15 -0.12 -1.15 0.00
H 2.8324 -1.2064 -0.4103 -0.07 -0.08 0.19 0.00
H 2.9930 -1.7331 -2.0934 -0.01 0.03 -0.18 0.00
H 1.6533 0.1860 -2.8670 -0.30 -0.48 -0.24 0.00
H 2.9890 0.7143 -1.9855 0.27 0.23 0.64 0.00
H 1.0109 1.7557 -1.3778 -0.39 0.15 0.21 0.00
H 1.3436 -2.8363 -1.3900 -0.86 -0.52 0.39 0.00
C 1.8665 0.4145 2.1359 -0.48 -1.51 1.32 0.00
C 0.9175 0.9749 3.2038 -0.73 0.80 -0.65 0.00
O -0.1716 1.6273 2.5772 1.35 1.94 0.63 0.00
O 1.2178 -0.7342 1.6138 1.08 0.22 -2.01 0.06
H 2.7872 0.0522 2.5933 0.41 0.20 0.30 0.00
H 2.1455 1.0048 1.2631 -0.42 0.59 0.37 0.00
H 1.3975 1.6464 3.9157 0.27 0.47 -0.25 0.00
H 0.4756 0.2049 3.8361 0.46 -0.75 -0.21 0.00
H -0.8480 0.9953 2.3229 -0.77 -1.40 -0.36 0.00
H 0.8819 -1.3359 2.2822 -1.23 -0.58 1.02 -0.01
```
Forces are in eV/Å.

LUMO (spin up / spin down)   0.0784 / 0.0781 Ha
Orbital gap (spin up / spin down)   5.0502 / 4.9557 eV
Highest occupied orbital energy (spin up / spin down)   -2.918 / -2.830 eV
<S²>   2.01
Charge   -1
Multiplicity   3

=====

No. 4
A 3-piece molecular cluster, C6H18O3 overall. Source: the Open Molecules 2025 dataset; level of theory: the ωB97M-V functional and the def2-TZVPD basis.

XYZ file:
```
27
Properties=species:S:1:pos:R:3:forces:R:3:nbo_charge:R:1
C -2.3844 0.2387 -1.4402 0.07 -0.21 0.42 -0.64
C -1.4300 -0.1154 -2.5640 -0.03 -0.04 -0.20 -0.07
O -0.2497 0.6930 -2.4569 -0.21 -0.02 0.08 -0.75
H -3.4178 0.0951 -1.7494 -0.03 0.04 -0.03 0.22
H -2.2441 1.2695 -1.1157 -0.09 0.10 -0.24 0.22
H -2.2223 -0.3728 -0.5482 0.06 0.00 -0.12 0.22
H -1.9086 0.0578 -3.5331 0.06 0.08 0.03 0.16
H -1.1453 -1.1718 -2.5241 -0.08 0.01 0.02 0.17
H 0.2672 0.5769 -3.2588 0.13 0.01 0.09 0.48
C 0.7118 2.5770 2.1581 0.04 -0.06 -0.11 -0.63
C 0.7171 2.3269 0.6539 -0.13 -0.27 0.48 -0.06
O 0.2268 1.0019 0.4222 -0.20 0.19 -0.04 -0.77
H -0.2852 2.8359 2.5147 -0.01 -0.05 -0.02 0.20
H 1.3919 3.3858 2.4265 -0.03 0.06 -0.06 0.21
H 1.0385 1.6809 2.6880 0.05 -0.01 -0.08 0.23
H 1.7305 2.4166 0.2552 0.01 0.05 -0.05 0.16
H 0.0623 3.0473 0.1561 0.13 0.05 -0.10 0.16
H 0.0184 0.9195 -0.5176 0.19 -0.02 -0.12 0.50
C 0.4557 -2.9706 0.5638 -0.45 -0.29 -0.17 -0.63
C 1.6641 -2.2977 1.1474 0.48 0.36 0.17 -0.06
O 1.3221 -1.1633 1.9292 -0.13 -0.38 -0.02 -0.74
H -0.2094 -3.3148 1.3579 -0.03 0.04 -0.03 0.21
H 0.7125 -3.8329 -0.0570 0.11 0.04 0.06 0.21
H -0.0999 -2.2748 -0.0717 -0.02 0.02 0.03 0.19
H 2.3621 -2.0050 0.3510 -0.04 -0.03 -0.02 0.15
H 2.2073 -2.9707 1.8111 -0.01 -0.06 0.01 0.17
H 0.7086 -0.6329 1.4016 0.18 0.39 0.03 0.49
```
Forces are in eV/Å.

LUMO   0.0221 Ha
Orbital gap   10.1755 eV
ΔE to the lowest compared entry with this formula, charge and spin   0.498 eV
Highest occupied orbital energy   -9.575 eV
Structure (SMILES)   CCO.CCO.CCO
Charge   0

=====

No. 5
A 7-piece molecular cluster, C6H18O7 overall. Source: the Open Molecules 2025 dataset; level of theory: the ωB97M-V functional and the def2-TZVPD basis.

XYZ file:
```
31
Properties=species:S:1:pos:R:3:forces:R:3:nbo_charge:R:1
O -2.2236 0.6050 -2.4457 0.40 -0.59 0.76 -0.70
C -1.9545 -0.4914 -1.6017 0.29 -0.43 -1.63 0.34
C -1.1271 -1.6311 -2.0841 -1.19 4.26 -2.42 -0.30
C -1.1029 -2.7315 -1.3716 1.64 -4.47 5.16 -0.20
C -1.5827 -2.7153 0.0248 -1.55 4.74 -3.76 -0.24
C -2.2844 -1.5617 0.4960 1.23 -1.82 -1.35 -0.20
C -2.5217 -0.4578 -0.3316 1.26 -0.11 -0.54 -0.29
H -2.3809 0.3803 -3.3759 0.31 -0.41 0.53 0.49
H -0.5887 -1.5439 -3.0711 -0.88 0.01 1.08 0.23
H -0.4720 -3.7408 -1.5043 -1.46 2.61 -0.67 0.23
H -1.5471 -3.6135 0.4576 0.20 -2.97 2.39 0.21
H -2.6952 -1.5052 1.4673 -0.24 -0.29 1.04 0.21
H -3.0029 0.4395 0.0800 0.01 -0.49 -0.58 0.24
O 2.8566 3.2578 1.2766 2.27 -0.89 -6.05 -0.99
H 2.4514 3.3622 2.0578 -2.98 0.62 3.86 0.46
H 2.2592 3.1772 0.4622 0.76 0.08 2.13 0.52
O 0.0767 0.4407 2.3861 0.63 1.61 -0.73 -0.97
H 0.1805 -0.3947 1.9620 0.37 -1.34 -0.67 0.48
H -0.3790 0.2102 3.1507 -1.28 -0.35 2.34 0.47
O 1.2895 -1.6231 1.0964 -2.30 -6.66 1.27 -0.93
H 1.7759 -0.9134 1.1918 4.52 5.80 0.51 0.47
H 0.6068 -1.4991 0.5050 -2.14 0.32 -2.31 0.46
O 3.1462 0.1029 1.8947 -3.26 -4.32 3.44 -0.95
H 2.6020 0.4574 2.6360 0.67 -0.16 -0.94 0.49
H 3.5479 0.7771 1.5014 2.58 4.86 -2.50 0.48
O 1.8699 2.1887 -1.4308 -2.90 4.68 2.18 -0.97
H 0.8715 2.2988 -1.5529 2.11 -0.44 0.40 0.51
H 2.1417 1.5039 -1.9136 1.66 -4.20 -3.21 0.46
O 0.1977 1.9119 0.2157 -0.25 -0.49 0.33 -1.00
H 0.9022 1.2062 0.3465 -1.76 1.49 0.27 0.50
H -0.5362 1.8606 0.8649 1.27 -0.64 -0.34 0.50
```
Forces are in eV/Å.

LUMO   0.0143 Ha
Orbital gap   9.3108 eV
ΔE to the lowest compared entry with this formula, charge and spin   2.617 eV
Highest occupied orbital energy   -8.923 eV
Structure (SMILES)   Oc1ccccc1.O.O.O.O.O.O
Charge   0

=====

No. 6
A 2-piece molecular cluster, C6H18Si2 overall. Source: the Open Molecules 2025 dataset; level of theory: the ωB97M-V functional and the def2-TZVPD basis.

XYZ file:
```
26
Properties=species:S:1:pos:R:3:forces:R:3:nbo_charge:R:1
C 1.0565 1.5367 -1.7388 0.37 3.64 1.34 -0.61
C 1.8827 0.7185 2.5748 -0.14 -0.90 -0.02 -1.10
C 3.0126 -0.3996 -0.0288 -1.60 -2.32 3.01 -1.10
C -2.4544 -2.4800 -1.2662 -0.18 -1.82 4.03 -1.18
C -4.3585 -0.6758 0.3279 2.07 -1.07 0.70 -1.18
C 0.8077 1.7451 -0.2658 1.15 1.18 1.45 -0.83
Si 2.3026 1.1709 0.7799 -2.08 -2.24 0.42 1.37
Si -2.4630 -0.9569 -0.0296 -0.15 -0.46 -0.28 0.96
H 1.6176 0.6744 -1.8874 1.04 -1.24 -0.81 0.21
H 0.1240 1.5437 -2.2121 -1.24 -0.28 -1.20 0.20
H 1.5370 2.5169 -1.9345 0.42 -0.99 -1.22 0.21
H 1.6702 1.5036 3.2319 -0.14 2.23 0.57 0.24
H 0.9370 0.1801 2.7706 0.70 -0.71 -0.54 0.24
H 2.7601 0.3018 3.1097 -0.50 -0.52 -0.57 0.24
H 2.1267 -1.1905 -0.1445 1.94 1.67 -0.23 0.24
H 3.5954 -0.2362 -0.8686 0.57 0.24 -2.20 0.23
H 3.7667 -0.9327 0.6529 -1.17 0.84 -0.48 0.24
H -1.4434 -2.8265 -1.5626 -0.48 -0.16 0.84 0.24
H -3.1921 -3.3427 -0.8028 2.12 1.79 -1.04 0.23
H -2.8675 -2.2778 -2.1633 -1.90 1.04 -3.13 0.23
H -4.8108 -0.4665 -0.6188 -0.97 -0.24 -0.35 0.24
H -4.6742 -1.5355 0.9452 -0.44 -0.17 -0.94 0.24
H -4.4474 0.1169 1.0337 -0.07 1.09 0.16 0.23
H -0.0574 1.2324 -0.0566 -1.82 -1.98 1.23 0.23
H 3.3202 2.0886 0.9367 1.67 1.77 -0.13 -0.22
H 0.4433 2.7629 0.0381 0.83 -0.37 -0.63 0.22
```
Forces are in eV/Å.

LUMO   -0.0161 Ha
Orbital gap   7.5299 eV
ΔE to the lowest compared entry with this formula, charge and spin   4.279 eV
Highest occupied orbital energy   -7.968 eV
Charge   0

=====

Q: What is the formula in the third record?
A: C6H18O10PPd

=====

Q: Which value of charge does entry 5 give?
A: 0